No. 1
Entry from the OMol25 dataset: an isolated molecule of C2H4N2O2S in a non-equilibrium geometry (ωB97M-V with the def2-TZVPD basis set).

Values from the calculation:
SMILES	O/N=C1\NOCS1
energy	-736.64908	hartree

Positions of all 11 atoms, in Å:
S: 0.58582 0.48477 1.71102
O: 1.43183 -1.05591 -1.80736
O: -1.26871 1.03050 0.04148
N: 1.75628 -0.64195 -0.49316
N: -0.56756 0.01184 -0.64551
C: 0.68121 -0.10555 0.00185
C: -1.17243 0.51877 1.39198
H: -0.56888 0.33792 -1.64073
H: 2.36143 -1.19906 -2.12458
H: -1.76934 1.19903 2.08820
H: -1.46966 -0.58037 1.47682


No. 2
Entry from the OMol25 dataset: a structure of composition C4H5HgLiO in a non-equilibrium geometry (ωB97M-V with the def2-TZVPD basis set).

Values from the calculation:
net charge	+1
2S+1	2
⟨S²⟩	0.75
energy	-391.16309	hartree

Positions of all 12 atoms, in Å:
Hg: -5.27167 -0.77606 -0.15395
O: 2.92935 0.18712 -0.18458
C: 1.83044 0.72889 -0.63538
C: 0.78353 1.14459 0.13257
C: -2.72876 -0.97812 0.20064
C: -1.49346 -1.16943 0.37641
Li: 3.82345 0.06876 1.32498
H: -0.54050 -1.73549 0.57207
H: 1.70590 0.73795 -1.73343
H: 0.86949 1.14859 1.22275
H: -1.92596 -1.13622 -0.80730
H: 0.01820 1.77943 -0.31477


No. 3
Entry from the OMol25 dataset: a structure of composition C20H25CrN2S6Si in a non-equilibrium geometry (ωB97M-V with the def2-TZVPD basis set).

Values from the calculation:
net charge	-1
2S+1	5
⟨S²⟩	6.03
energy	-4609.83891	hartree

Positions of all 55 atoms, in Å:
Cr: -1.32333 -1.51744 -0.79419
S: -5.09837 -3.43815 -3.27827
S: -0.25501 1.49497 -1.54853
S: -1.13950 -3.73268 -1.58630
S: -5.86055 -6.23102 -3.99150
S: -3.24106 -5.56611 -2.74022
S: -3.28100 -1.28717 -2.19453
Si: -0.02833 3.82936 0.99585
N: -1.76045 0.11422 0.13257
N: 2.34390 -0.96302 -1.68084
C: -1.19870 2.33913 0.90838
C: 0.18734 -1.83699 0.59041
C: -2.90489 1.04110 2.01424
C: 3.33948 -0.24373 -0.90104
C: -2.67842 0.03200 1.10811
C: -1.10274 1.28958 -0.00942
C: 1.99340 -2.28224 -1.12833
C: -2.11826 2.17808 1.94677
C: 1.43770 3.27217 2.05416
C: -2.71055 -3.95616 -2.28124
C: 2.75927 -1.07919 -3.06704
C: 0.60955 4.56955 -0.61534
C: 1.52184 -2.20564 0.30521
C: 2.10992 -2.35728 2.64781
C: -3.58167 -2.95434 -2.53658
C: 0.80995 -2.00140 2.97045
C: -0.97498 5.18256 1.92373
C: -4.78836 -5.13736 -3.37624
C: -0.11305 -1.76335 1.96164
C: 2.44997 -2.47289 1.31021
H: 2.95635 -0.05818 0.10002
H: 0.51924 -1.91103 4.01212
H: -2.23918 2.96061 2.68544
H: 2.89044 -0.08136 -3.49172
H: 1.98748 -1.59917 -3.63541
H: 4.28241 -0.80517 -0.81790
H: 3.53814 0.71829 -1.37813
H: -0.20752 4.74651 -1.31745
H: 2.86048 -2.95881 -1.21383
H: 1.10735 5.52480 -0.42719
H: -1.12422 -1.50660 2.27091
H: 3.45990 -2.76539 1.03545
H: 2.23714 4.01652 2.05808
H: 1.19032 -2.68045 -1.75039
H: 2.84708 -2.54653 3.41918
H: 0.71017 0.49090 -1.44722
H: -3.24224 -0.89277 1.13533
H: 1.12866 3.10083 3.08782
H: -1.19734 4.88796 2.95124
H: -0.39370 6.10558 1.97202
H: -1.91983 5.41045 1.42539
H: -3.66385 0.92735 2.77557
H: 1.85183 2.33193 1.68311
H: 3.70418 -1.63411 -3.16631
H: 1.31361 3.90128 -1.10603


No. 4
Entry from the OMol25 dataset: a structure of composition C5H6N2 (ωB97M-V with the def2-TZVPD basis set).

Values from the calculation:
energy	-303.47876	hartree

Positions of all 13 atoms, in Å:
N: 1.49390 1.25216 -0.65300
N: -0.10588 -0.61661 -0.95804
C: -1.37702 -0.59891 -0.11902
C: 0.96336 -0.68548 0.09012
C: 0.26434 0.57472 -0.16944
C: 2.12133 0.16039 -0.39323
C: -1.07325 0.81368 0.44705
H: 3.19141 -0.01329 -0.48251
H: -2.25517 -0.65526 -0.76253
H: -1.06677 0.97827 1.52739
H: -1.65355 1.59212 -0.05331
H: 0.90917 -1.40200 0.90050
H: -1.41185 -1.39979 0.62602


No. 5
Entry from the OMol25 dataset: a structure of composition C13H13NaO2 in a non-equilibrium geometry (ωB97M-V with the def2-TZVPD basis set).

Values from the calculation:
energy	-815.85426	hartree

Positions of all 29 atoms, in Å:
Na: -3.06933 2.88577 2.50139
O: 3.00837 0.94723 -0.54644
O: 4.08900 -0.97869 -1.14209
C: -3.08134 2.00219 -0.02156
C: -4.06386 1.14549 0.49993
C: 2.96424 -0.24064 -0.89132
C: -1.39475 0.39220 0.54482
C: -3.71556 -0.09717 1.01974
C: -1.72916 1.64837 0.06199
C: 1.79338 -1.02377 -1.07566
C: -2.37640 -0.49859 1.00453
C: 5.29844 -0.24463 -1.12711
C: -1.73400 -1.78181 1.30317
C: -0.03886 -0.30324 0.50314
C: -0.39401 -1.68616 1.06773
C: 0.48164 -0.40974 -0.92314
H: 5.35822 0.42834 -1.99297
H: 0.51737 0.60370 -1.35928
H: 1.90826 -2.04688 -1.39197
H: -0.20025 -1.04932 -1.50984
H: -0.94583 2.30772 -0.32400
H: -2.30380 -2.63301 1.67485
H: -3.37573 2.90807 -0.55875
H: -4.46536 -0.79783 1.39553
H: 0.36200 -2.46100 1.18812
H: -5.11935 1.42160 0.40452
H: 5.41762 0.33935 -0.20661
H: 6.08018 -1.00211 -1.19734
H: 0.72885 0.22458 1.09864


No. 6
Entry from the OMol25 dataset: a cluster of 2 separate species, C5H14N3 in total in a non-equilibrium geometry (ωB97M-V with the def2-TZVPD basis set).

Values from the calculation:
net charge	+1
energy	-362.83973	hartree

Positions of all 22 atoms, in Å:
N: -1.47821 3.03475 1.52211
N: 0.02751 -2.70048 -1.90701
N: 0.75065 1.34777 -1.07463
C: 0.78140 -2.02601 -0.80564
C: 0.60112 -1.62923 1.74827
C: -0.12184 1.64782 -0.02605
C: -0.74711 2.81398 0.24146
C: 0.16380 -2.12773 0.38196
H: 1.29120 -0.75410 1.74123
H: 0.65461 -2.93658 -2.66127
H: 1.07971 -2.49310 2.26853
H: -0.29335 -1.35076 2.36092
H: -0.32673 0.80793 0.61396
H: 1.57489 -1.37885 -1.12453
H: -1.96013 3.94120 1.51355
H: -0.76088 3.09634 2.22483
H: -0.36739 -3.53003 -1.51253
H: 0.51732 0.37883 -1.25903
H: -0.74386 3.64187 -0.46850
H: -0.71284 -2.15403 -2.28107
H: 1.74853 1.41070 -0.78363
H: -0.86502 -2.52661 0.34419


No. 7
Entry from the OMol25 dataset: a structure of composition C21H34Cl2NO3P3PdS2 (ωB97M-V with the def2-TZVPD basis set).

Values from the calculation:
energy	-3969.98723	hartree

Positions of all 67 atoms, in Å:
Pd: -0.56749 -0.13823 -0.19393
Cl: 1.39111 0.70727 6.47563
Cl: 4.23324 -0.34960 2.03757
S: 0.57957 -4.11561 -0.62042
S: -1.96299 -2.00557 0.37697
P: -1.05513 -3.83548 0.40304
P: -0.07643 -0.68087 -2.26559
P: -0.50439 2.02503 -0.91751
O: -0.83541 -4.23413 1.94724
O: -2.20774 -4.83724 -0.02471
O: 1.65039 0.01366 0.63528
N: -0.78881 0.49489 1.81300
C: 2.62458 0.18650 4.13528
C: 1.22146 -4.46866 3.14580
C: -2.02448 2.88307 -1.43055
C: 1.58875 0.12909 1.89951
C: 0.31614 3.18099 0.20952
C: 1.65484 -1.19786 -2.32445
C: -0.06661 0.84804 -3.29591
C: -1.79718 -7.00442 1.04674
C: 1.43866 0.49526 4.74678
C: 2.69765 0.01300 2.75421
C: -1.06342 -1.84833 -3.22437
C: -2.81725 -5.93941 0.69251
C: 0.25987 0.62636 3.98541
C: 0.14332 -3.49407 2.72260
C: 0.50199 1.99132 -2.44819
C: -1.00404 0.92684 4.53847
C: -1.95249 0.76581 2.35872
C: -0.57434 -2.85562 3.89072
C: 0.33702 0.42301 2.58380
C: -2.10213 1.00241 3.73225
C: -3.62967 -5.44820 1.87553
H: -1.78296 3.86495 -1.84070
H: -1.00213 -3.62503 4.53731
H: -3.08290 1.22186 4.12964
H: 1.68014 -4.92337 2.26854
H: -2.80812 0.77937 1.69538
H: 2.24429 -0.54347 -1.68073
H: -4.27507 -4.62311 1.57323
H: 0.54783 4.12875 -0.27879
H: -1.11976 -6.65444 1.82365
H: -4.25753 -6.26241 2.24187
H: -1.08615 1.08055 5.60555
H: -0.67832 -1.89959 -4.24425
H: -1.00822 -2.82768 -2.75287
H: -1.21244 -7.27725 0.16865
H: -3.50101 -6.34358 -0.05640
H: -2.09970 -1.51112 -3.23950
H: -1.37775 -2.20849 3.53578
H: 3.52477 0.08064 4.72557
H: -2.98277 -5.11131 2.68357
H: 0.58899 -2.72331 2.08407
H: -1.10356 1.05411 -3.57708
H: 0.50612 2.94514 -2.97994
H: 0.12874 -2.26225 4.47711
H: -0.32211 3.36884 1.07353
H: 2.02056 -1.17602 -3.35316
H: -2.68896 3.00789 -0.57541
H: 0.79459 -5.25418 3.77290
H: 0.49040 0.68802 -4.22096
H: 1.71592 -2.20376 -1.92383
H: 1.23478 2.70466 0.55576
H: 1.99287 -3.94816 3.71637
H: 1.52514 1.76469 -2.13714
H: -2.31783 -7.89289 1.40899
H: -2.55241 2.29319 -2.17818


No. 8
Entry from the OMol25 dataset: an isolated molecule of C3H9N3 in a non-equilibrium geometry (ωB97M-V with the def2-TZVPD basis set).

Values from the calculation:
energy	-283.82675	hartree

Positions of all 15 atoms, in Å:
N: 0.29848 -0.16782 -0.39011
N: 0.37920 -0.11229 -1.67644
N: -0.57751 0.48317 0.25948
C: -0.77523 0.30703 1.70607
C: 1.13015 -1.22027 0.20532
C: -0.46041 0.96145 -2.09433
H: 0.71645 -1.49756 1.17291
H: 1.27029 -2.10473 -0.48471
H: 0.02898 0.99836 2.04923
H: -0.01111 1.90188 -1.95422
H: 2.12172 -0.96290 0.52498
H: -1.38095 0.74644 -1.59154
H: -1.69821 0.71572 1.85377
H: -0.69799 0.76104 -3.15895
H: -0.81229 -0.77733 1.91766


Repeat the first record exactly.
Entry from the OMol25 dataset: an isolated molecule of C2H4N2O2S in a non-equilibrium geometry (ωB97M-V with the def2-TZVPD basis set).

Values from the calculation:
SMILES	O/N=C1\NOCS1
energy	-736.64908	hartree

Positions of all 11 atoms, in Å:
S: 0.58582 0.48477 1.71102
O: 1.43183 -1.05591 -1.80736
O: -1.26871 1.03050 0.04148
N: 1.75628 -0.64195 -0.49316
N: -0.56756 0.01184 -0.64551
C: 0.68121 -0.10555 0.00185
C: -1.17243 0.51877 1.39198
H: -0.56888 0.33792 -1.64073
H: 2.36143 -1.19906 -2.12458
H: -1.76934 1.19903 2.08820
H: -1.46966 -0.58037 1.47682